(1)
Density functional theory data (the ωB97M-V functional and the def2-TZVPD basis) for a cluster of 11 separate species, C44H73NO13 in total.

Calculated values
**Energy above the lowest of the compared OMol25 structures with the same formula, charge and spin**: 0.000 eV
**SMILES**: CCc1ccc(N)c2c1C(=O)C=C(CC=O)C2=O.CC(C)=O.CC(C)=O.CC(C)=O.CC(C)=O.CC(C)=O.CC(C)=O.CC(C)=O.CC(C)=O.CC(C)=O.CC(C)=O
**HOMO level**: -8.426 eV

CARTESIAN COORDINATES (ANGSTROEM)
1 O 2.5171 -0.5785 4.4750
2 O -2.0416 1.7058 4.8067
3 O 0.4747 2.1179 1.7224
4 O -2.3902 4.9564 -1.9236
5 O 10.0340 -5.3532 0.7294
6 O 5.4651 -1.5955 -0.8914
7 O 2.3324 -0.2888 -3.7305
8 O -6.2584 3.6039 0.7659
9 O -1.3678 -4.1396 -3.4359
10 O -6.7651 -2.3860 -0.4213
11 O -1.1193 -2.0355 -0.1561
12 O -6.2576 7.7743 2.3878
13 O 8.3481 -2.8682 -3.4086
14 N -3.7017 -1.1588 -1.0454
15 C 1.3599 -1.1336 -1.6900
16 C -3.0762 4.8573 -2.9132
17 C -8.5231 2.9031 0.6124
18 C -3.3019 3.5222 -3.5791
19 C 5.8144 -0.9503 -1.8597
20 C -7.3993 3.9012 0.4892
21 C 1.8933 -0.9527 2.2135
22 C -3.7432 6.0607 -3.5344
23 C -3.6039 2.3303 0.1552
24 C 9.4962 -4.7206 -2.4633
25 C 7.1331 -0.2256 -1.8869
26 C 4.9416 -0.8449 -3.0821
27 C 0.4943 -0.3652 -0.7014
28 C -1.7885 3.8405 1.1282
29 C 3.6979 -2.3440 3.4088
30 C -4.7548 6.6558 3.8463
31 C -0.5116 -4.6852 -1.2907
32 C -5.1162 7.6458 2.7683
33 C -1.0539 1.0592 5.0727
34 C 12.3322 -4.7675 0.5930
35 C -0.8632 -4.9815 -2.7255
36 C 11.4186 -6.4421 2.3222
37 C -3.2308 0.0670 -0.5093
38 C -0.9648 -0.4079 4.7351
39 C -2.2928 2.5278 0.5514
40 C 0.9515 0.7678 -0.1919
41 C -8.5937 -3.6360 -1.2816
42 C 6.9338 -4.5223 -2.4546
43 C 1.3642 -0.3282 -3.0093
44 C -3.9935 8.4673 2.1841
45 C -1.9021 0.2456 -0.1447
46 C 0.1378 1.6802 5.7528
47 C 2.6861 -1.2270 3.4669
48 C 11.1501 -5.5058 1.1709
49 C -0.5624 -6.3672 -3.2441
50 C 8.2686 -3.9317 -2.8331
51 C -7.1845 -2.0348 -2.7287
52 C -4.0800 1.1491 -0.3439
53 C -1.4255 1.4508 0.3930
54 C -7.7503 5.2852 0.0088
55 C 0.0458 1.5318 0.7513
56 C -1.8120 3.8931 2.6763
57 C -0.8837 -0.8531 -0.3237
58 C -7.4469 -2.6589 -1.3803
59 H -8.4560 5.7514 0.6976
60 H -4.3280 3.1508 0.2273
61 H 9.4745 -5.6960 -2.9532
62 H -4.3662 3.2804 -3.5794
63 H -0.7856 -3.6520 -1.0599
64 H 6.8739 -4.6425 -1.3720
65 H 13.0646 -5.4790 0.2084
66 H -3.2520 7.8114 1.7243
67 H 6.9701 0.8462 -2.0166
68 H 1.3156 -1.8380 1.9361
69 H -3.5235 9.0661 2.9658
70 H -2.9280 3.5484 -4.6043
71 H -2.3701 3.0523 3.0877
72 H -4.0164 -1.8036 -0.3310
73 H -9.5297 -3.1406 -1.5447
74 H 7.7458 -0.6118 -2.7017
75 H 4.0369 -1.4115 -2.9226
76 H -1.1146 -7.1093 -2.6655
77 H 4.4474 -2.1291 2.6449
78 H -8.1835 5.2360 -0.9922
79 H 0.4290 0.2215 -3.2607
80 H 12.7918 -4.1418 1.3595
81 H 1.9295 1.1665 -0.4595
82 H -2.2476 4.8373 3.0263
83 H -5.6526 6.1359 4.1743
84 H -8.4223 -4.4812 -1.9501
85 H 0.3233 1.1846 6.7072
86 H 11.9971 -4.1318 -0.2245
87 H -4.3173 7.1764 4.6999
88 H 6.1370 -3.8546 -2.7773
89 H -0.8663 -6.4376 -4.2871
90 H 7.6558 -0.3891 -0.9455
91 H 11.8391 -5.8882 3.1629
92 H -8.1259 1.9538 0.9677
93 H -0.0619 2.7349 5.9362
94 H -0.7636 3.9664 0.7658
95 H -2.7673 2.7498 -3.0282
96 H 0.5082 -6.5662 -3.1751
97 H -4.0467 5.9226 3.4579
98 H -6.9518 -2.8105 -3.4601
99 H -6.8467 5.8904 -0.0278
100 H 1.0178 1.5909 5.1141
101 H -0.8077 3.8367 3.1063
102 H -3.0094 -1.6278 -1.6137
103 H 2.3918 -1.2468 -1.3481
104 H -6.3347 -1.3582 -2.6512
105 H -8.9914 2.7473 -0.3609
106 H -2.3837 4.6404 0.6739
107 H 3.1987 -3.2875 3.1815
108 H -1.0616 -5.3540 -0.6255
109 H -0.1310 -0.5818 4.0561
110 H 0.8921 -2.0939 -1.9512
111 H -3.3886 6.1973 -4.5573
112 H 12.1118 -7.2255 2.0117
113 H 4.1939 -2.4321 4.3736
114 H 4.6785 0.1960 -3.2626
115 H 10.3832 -4.1815 -2.7938
116 H -8.6664 -4.0049 -0.2604
117 H 9.5445 -4.8472 -1.3799
118 H -5.1203 1.0277 -0.6327
119 H 10.4849 -6.9035 2.6373
120 H -0.8267 -0.9927 5.6459
121 H -1.8881 -0.7230 4.2503
122 H -4.8265 5.9290 -3.5330
123 H 0.5632 -4.8109 -1.1377
124 H -4.3930 9.1346 1.4226
125 H 2.5672 -0.6782 1.4021
126 H -8.0595 -1.4694 -3.0549
127 H 6.8031 -5.4896 -2.9432
128 H -9.2650 3.2639 1.3263
129 H 1.2087 -0.1301 2.3948
130 H -3.4966 6.9487 -2.9554
131 H 5.4648 -1.2528 -3.9497

Force components x, y, z for each atom (eV/Å):
O 0.0 0.0 0.0
O 0.0 -0.1 0.2
O 0.0 -0.1 -0.4
O 0.0 0.1 0.0
O 0.0 0.0 0.1
O -0.1 0.0 0.0
O -1.2 0.2 0.1
O -0.3 0.0 0.0
O 0.0 0.0 0.0
O 0.0 -0.1 0.1
O 0.2 0.8 -0.1
O 0.0 0.0 -0.1
O 0.0 0.0 0.0
N -0.4 0.2 -0.4
C -1.0 0.5 -0.5
C 0.0 -0.1 0.1
C 0.2 -0.2 0.1
C 0.2 -0.1 0.2
C 0.1 -0.1 0.0
C 0.1 0.1 0.0
C 0.0 0.0 0.3
C 0.1 0.1 0.2
C -1.0 1.3 0.1
C 0.1 0.2 -0.1
C 0.1 0.0 0.3
C 0.4 -0.3 0.4
C 0.5 -0.7 -0.5
C -0.1 -0.1 -0.3
C 0.1 0.1 0.3
C -0.3 0.0 0.0
C -0.2 0.3 -0.2
C -0.1 -0.1 0.0
C 0.0 0.0 0.0
C -0.2 0.1 -0.2
C 0.0 0.0 0.0
C -0.3 0.0 0.0
C 0.4 -0.5 0.2
C -0.3 0.0 -0.2
C 1.0 0.1 0.6
C -0.8 0.8 0.3
C 0.1 0.0 0.3
C -0.1 0.2 -0.1
C 0.7 -0.4 0.1
C -0.2 0.1 -0.2
C 1.0 -0.5 -0.1
C -0.1 0.3 0.0
C 0.0 0.0 0.1
C -0.1 0.0 0.0
C -0.1 0.1 -0.3
C 0.0 0.0 -0.1
C 0.2 0.2 0.1
C -0.3 -0.6 -0.3
C 0.3 0.0 0.0
C 0.3 0.0 0.0
C -0.1 -0.1 -0.3
C 0.0 0.2 -0.2
C -0.3 0.4 0.3
C 0.1 0.1 0.0
H -0.1 0.0 -0.1
H 0.6 -0.3 0.1
H -0.1 -0.1 0.2
H 0.0 0.0 -0.2
H 0.2 -0.6 -0.1
H 0.0 -0.2 0.0
H 0.1 0.0 0.2
H 0.1 0.0 0.1
H 0.0 0.0 -0.2
H 0.1 0.0 -0.2
H 0.1 -0.1 0.0
H -0.2 0.0 -0.1
H -0.1 0.3 0.0
H -0.1 0.1 -0.1
H 0.0 -0.1 -0.2
H -0.1 0.1 -0.1
H 0.0 -0.1 0.0
H 0.2 0.0 0.1
H -0.1 -0.1 -0.1
H -0.2 0.0 0.1
H 0.2 -0.1 0.1
H 0.1 -0.1 0.0
H -0.1 -0.1 0.4
H 0.0 -0.3 -0.1
H 0.0 0.0 0.0
H -0.1 0.1 -0.1
H 0.2 -0.1 -0.1
H 0.0 0.0 0.0
H 0.2 -0.1 -0.1
H 0.0 0.0 0.0
H 0.0 0.0 0.0
H 0.0 0.0 0.0
H 0.2 -0.1 0.0
H 0.0 0.0 0.0
H 0.0 0.0 0.0
H -0.2 0.2 0.1
H 0.0 0.0 0.0
H 0.0 -0.1 0.2
H 0.1 0.1 0.1
H -0.2 0.0 -0.1
H 0.0 0.0 0.0
H 0.1 -0.2 0.1
H -0.1 -0.1 -0.2
H 0.1 -0.1 0.2
H -0.2 -0.2 0.0
H 0.0 -0.1 0.0
H -0.1 0.1 0.1
H 0.1 -0.1 0.2
H 0.1 0.0 -0.2
H 0.2 -0.1 0.0
H 0.1 -0.1 0.2
H 0.3 0.0 0.3
H -0.2 -0.1 -0.1
H 0.1 0.1 0.1
H 0.0 0.0 0.0
H 0.1 0.0 -0.2
H 0.0 0.0 0.0
H 0.0 0.0 0.0
H -0.1 -0.2 -0.1
H 0.1 0.1 0.1
H 0.0 0.0 0.0
H 0.2 0.0 -0.1
H 0.0 0.0 0.0
H 0.0 0.0 -0.2
H 0.0 -0.2 0.1
H 0.0 0.0 0.0
H 0.0 -0.2 -0.1
H -0.1 -0.2 -0.1
H 0.1 -0.1 0.2
H -0.1 0.0 -0.1
H 0.1 0.0 0.0
H 0.0 0.0 0.0
H 0.1 0.2 0.0

(2)
Density functional theory data (the ωB97M-V functional and the def2-TZVPD basis) for a cluster of 9 separate species, C28H63FN2O9S9 in total.

Calculated values
**Energy above the lowest of the compared OMol25 structures with the same formula, charge and spin**: 5.962 eV
**HOMO level**: -8.087 eV

CARTESIAN COORDINATES (ANGSTROEM)
1 S 3.3218 3.4646 -8.9930
2 S 1.0181 6.4552 -3.0699
3 S 2.5929 -0.3469 6.0371
4 S -0.5169 -4.5731 11.6968
5 S -0.0802 -1.4541 -10.8665
6 S -5.1541 -0.7172 -8.6021
7 S -4.7828 -6.6969 9.6047
8 S -1.4491 -2.2008 8.2419
9 S 3.6363 1.7497 1.4968
10 F -1.0876 4.4168 -6.6423
11 O 3.8359 -0.2728 5.2006
12 O -1.2480 -3.4558 11.0131
13 O -0.2647 -2.2003 7.3212
14 O -4.8491 -1.3462 -7.2748
15 O 0.9370 -1.9543 -1.3777
16 O 3.6269 2.8355 -7.6657
17 O 2.6931 2.5673 0.6648
18 O 0.2235 5.8418 -1.9551
19 O -3.3014 -6.8896 9.4681
20 N -0.6201 0.2061 -10.5531
21 N 0.7752 -1.9265 -9.3834
22 C 2.8242 0.7539 7.4538
23 C -1.7037 -0.4997 8.8014
24 C 4.0005 2.6963 2.9946
25 C 1.7876 0.9082 -4.7155
26 C 0.1915 2.1881 -6.7776
27 C -0.5451 3.4066 -4.4045
28 C -3.5789 -0.4359 -9.4455
29 C -5.7228 -2.0306 -9.7085
30 C 1.5617 0.3576 -2.1192
31 C -2.9362 -2.2808 7.2149
32 C 0.5894 -0.5326 -1.0900
33 C -5.5449 -7.2191 8.0494
34 C 1.2337 -0.5192 -7.0662
35 C 0.5033 8.1829 -3.2179
36 C -0.4488 2.0208 -8.3132
37 C 2.6715 6.8105 -2.4277
38 C 4.8971 3.7459 -9.8364
39 C 0.5974 -0.6619 -8.5716
40 C -5.1235 -4.9331 9.3929
41 C 2.6624 0.4679 2.3220
42 C -1.1247 -6.1277 10.9995
43 C 2.7532 2.1512 -10.0994
44 C -0.2128 0.6361 -9.1608
45 C -1.2681 -4.7971 13.3270
46 C 1.0468 0.8806 -6.2129
47 C 2.6668 -1.8852 6.9859
48 C 1.1111 -0.1447 -3.6494
49 C -0.0312 3.5865 -5.9512
50 H 1.1454 8.6947 -3.9384
51 H 3.2408 7.3681 -3.1748
52 H -0.5298 8.2090 -3.5727
53 H -2.2160 -6.1563 11.0454
54 H 2.8491 1.7847 7.0928
55 H -0.8044 -6.1898 9.9569
56 H 5.4513 4.5139 -9.2913
57 H -1.1447 4.3970 -4.1139
58 H 2.8924 0.5029 -4.9160
59 H 3.0701 3.0093 3.4743
60 H -2.9076 -1.4969 6.4545
61 H -1.2701 2.5064 -4.2209
62 H 1.8449 -1.4166 -6.5895
63 H -0.0516 -0.2505 -3.7298
64 H 2.5801 -2.7258 6.2931
65 H 1.3628 1.5153 -2.0385
66 H -5.0049 -2.8542 -9.7106
67 H 0.3283 3.3261 -3.6153
68 H 1.7871 1.7885 -9.7408
69 H 4.7089 4.0914 -10.8555
70 H 0.9920 4.1793 -5.9459
71 H 3.6192 -1.9511 7.5174
72 H -5.0612 -6.7158 7.2089
73 H 2.7038 0.1846 -1.9308
74 H -6.2035 -4.7706 9.3654
75 H -2.6298 -0.4396 9.3776
76 H 2.2921 -0.2282 1.5658
77 H 1.8155 0.9201 2.8436
78 H -1.0439 2.9192 -8.7975
79 H -1.0496 -3.9157 13.9349
80 H -4.6985 -4.3922 10.2419
81 H -0.5158 -0.3373 -1.4883
82 H 0.7448 -0.2264 0.0287
83 H 2.6368 2.5502 -11.1096
84 H -3.7670 -0.0904 -10.4646
85 H -1.7520 0.1732 7.9419
86 H -5.8392 -1.6316 -10.7187
87 H 3.4711 1.3276 -10.1015
88 H -0.7034 -6.9671 11.5572
89 H 1.9897 0.6346 8.1485
90 H -6.6889 -2.3932 -9.3500
91 H 1.6331 -1.1863 -3.7997
92 H -3.8209 -2.1613 7.8443
93 H -5.4187 -8.2994 7.9459
94 H 0.3191 -2.3375 -2.0749
95 H -3.0247 0.3321 -8.9005
96 H -2.9948 -1.3591 -9.4640
97 H 4.5790 3.5803 2.7155
98 H -6.6106 -6.9802 8.0671
99 H -4.6661 -4.5724 8.4684
100 H 0.5642 8.6757 -2.2446
101 H 3.7667 0.5232 7.9561
102 H 3.1757 5.8634 -2.2224
103 H 2.5970 7.3889 -1.5038
104 H 1.9160 2.0017 -4.3085
105 H 1.8376 -1.9161 7.6964
106 H 5.4812 2.8227 -9.8548
107 H 4.5883 2.0821 3.6806
108 H -0.8421 -5.6811 13.8069
109 H 3.2950 -0.0716 3.0304
110 H -2.3504 -4.9088 13.2276
111 H -0.8631 -0.2134 9.4382
112 H -2.9695 -3.2577 6.7269

Force components x, y, z for each atom (eV/Å):
S 0.0 -0.4 0.3
S -0.2 -0.1 0.5
S 0.1 -0.3 0.1
S -0.1 0.0 -0.1
S 0.5 2.9 3.7
S 0.2 -0.3 0.4
S 0.2 0.0 -0.3
S 0.0 -0.2 0.0
S -0.4 0.1 0.0
F 2.5 -1.9 1.2
O -0.1 0.1 0.4
O 0.1 -0.4 0.4
O -0.5 0.3 0.1
O -0.1 0.2 -0.7
O -1.4 0.7 -0.1
O -0.1 0.3 -0.6
O 0.3 -0.3 0.3
O 0.4 0.4 -0.6
O -1.0 0.0 -0.3
N 1.9 -0.7 4.1
N -2.7 6.7 0.4
C 0.1 0.1 0.0
C 0.0 0.1 -0.1
C 0.0 0.1 0.1
C 0.5 -0.8 -1.4
C -0.7 -3.1 -4.3
C -0.5 0.7 0.5
C 0.0 0.0 0.1
C 0.0 -0.1 0.0
C -1.2 -0.2 -0.4
C 0.0 0.2 -0.2
C 0.3 0.8 -2.2
C 0.0 0.0 -0.1
C -1.6 3.7 -0.2
C -0.1 0.1 0.0
C 1.9 -1.3 2.7
C 0.1 0.0 0.1
C 0.2 0.0 0.0
C 0.8 -0.2 1.6
C 0.1 0.1 0.0
C 0.0 -0.1 -0.1
C 0.1 0.2 0.2
C 0.0 -0.1 0.0
C 0.7 -3.2 -1.2
C -0.1 0.1 0.1
C -0.3 -1.8 -2.1
C 0.2 0.0 0.1
C 1.5 0.6 0.8
C -0.2 -0.4 0.4
H 0.0 -0.1 0.0
H -0.1 -0.1 0.0
H 0.2 -0.1 0.0
H 0.4 0.1 0.0
H 0.0 -0.2 -0.1
H -0.1 0.1 0.2
H -0.2 -0.1 0.0
H 1.4 -2.2 -0.8
H -2.4 1.0 0.4
H 0.0 -0.1 -0.1
H 0.0 0.0 0.0
H 1.4 1.6 -0.7
H -1.5 2.2 -1.1
H 2.2 0.4 0.0
H -0.1 0.2 0.0
H 0.3 -2.3 0.1
H 0.0 0.1 0.1
H -1.6 0.2 -1.9
H 0.3 0.2 0.0
H -0.1 0.0 0.1
H -2.3 -1.0 -0.3
H 0.1 0.1 -0.2
H 0.0 0.0 0.1
H -2.2 0.1 -0.3
H 0.1 -0.1 0.0
H 0.1 -0.1 0.0
H 0.1 0.2 0.0
H 0.1 0.1 -0.1
H 1.4 -2.2 1.1
H 0.0 -0.1 -0.2
H 0.0 -0.2 -0.1
H 2.2 -0.3 1.3
H -0.4 -1.0 -2.2
H 0.0 0.1 0.1
H 0.0 0.0 0.1
H 0.0 -0.1 0.0
H 0.0 0.0 0.1
H 0.0 0.1 0.1
H 0.1 0.1 0.0
H 0.0 -0.1 -0.1
H 0.1 0.1 0.0
H -1.3 2.0 0.1
H 0.1 0.0 0.0
H 0.0 0.2 0.1
H 1.1 1.1 1.5
H -0.2 -0.1 0.0
H -0.1 0.0 0.1
H -0.1 -0.1 -0.1
H 0.1 0.0 0.1
H 0.0 -0.1 0.1
H 0.0 -0.1 0.0
H -0.1 0.0 -0.1
H -0.2 0.1 -0.1
H -0.1 -0.1 -0.1
H -0.6 -2.2 -0.8
H 0.0 0.0 -0.3
H -0.1 0.0 0.1
H -0.1 -0.1 -0.1
H 0.0 0.1 -0.1
H 0.0 0.1 0.0
H 0.1 0.0 -0.1
H -0.1 -0.2 -0.1
H 0.1 0.1 0.1